11 unconnected molecules or ions with the total composition C66H165N11O22 at a distorted geometry, computed with ωB97M-V/def2-TZVPD.

Computed properties:
**ΔE to the lowest compared entry with this formula, charge and spin**: 322.0 kJ/mol
**Energy**: -4870.62783 a.u.
**Highest occupied orbital energy**: -7.8 eV
**E_LUMO**: 0.016 hartree
**Frontier orbital gap**: 8.28 eV
**SMILES string**: COCCNCCOC.COCCNCCOC.COCCNCCOC.COCCNCCOC.COCCNCCOC.COCCNCCOC.COCCNCCOC.COCCNCCOC.COCCNCCOC.COCCNCCOC.COCCNCCOC

Cartesian coordinates (Å):
C -6.860 -5.017 -2.465
O -5.616 -4.371 -2.242
C -5.743 -2.983 -2.371
C -5.811 -2.338 -0.998
N -5.464 -0.917 -1.035
C -6.383 -0.089 -1.851
C -7.852 -0.044 -1.460
O -8.652 -1.195 -1.647
C -8.969 -1.518 -2.967
H -7.203 -4.901 -3.500
H -7.637 -4.698 -1.758
H -6.702 -6.081 -2.278
H -6.588 -2.666 -2.982
H -4.840 -2.594 -2.855
H -5.119 -2.842 -0.326
H -6.832 -2.506 -0.624
H -5.651 -0.505 -0.125
H -6.330 -0.323 -2.927
H -5.992 0.934 -1.846
H -8.292 0.810 -2.011
H -7.984 0.254 -0.415
H -8.423 -0.908 -3.703
H -10.039 -1.420 -3.172
H -8.688 -2.541 -3.251
C -0.699 6.000 0.175
O 0.304 6.283 1.087
C 0.299 7.606 1.614
C 1.679 7.848 2.163
N 1.805 9.101 2.836
C 1.856 10.250 1.953
C 3.072 10.279 1.039
O 3.134 11.587 0.476
C 4.110 11.672 -0.520
H -1.677 5.844 0.646
H -0.368 5.142 -0.406
H -0.855 6.838 -0.522
H -0.554 7.776 2.277
H 0.085 8.214 0.714
H 2.419 7.592 1.396
H 1.729 7.032 2.899
H 2.604 9.132 3.453
H 1.833 11.196 2.496
H 0.962 10.281 1.322
H 3.088 9.511 0.259
H 4.012 10.194 1.608
H 4.618 12.631 -0.433
H 3.611 11.566 -1.485
H 4.878 10.899 -0.417
C 2.667 1.211 -3.931
O 3.407 2.376 -3.710
C 4.455 2.239 -2.770
C 5.652 1.477 -3.296
N 6.578 2.355 -4.017
C 7.321 1.595 -5.037
C 6.582 1.356 -6.331
O 6.451 2.565 -7.050
C 5.327 2.598 -7.875
H 1.718 1.491 -4.394
H 2.448 0.670 -2.999
H 3.136 0.486 -4.614
H 4.125 1.884 -1.784
H 4.752 3.283 -2.611
H 5.251 0.676 -3.937
H 6.223 0.975 -2.511
H 6.014 3.047 -4.509
H 7.639 0.631 -4.642
H 8.199 2.201 -5.294
H 5.610 0.904 -6.105
H 7.211 0.719 -6.965
H 5.111 3.634 -8.141
H 4.398 2.256 -7.391
H 5.457 1.997 -8.784
C -8.725 3.665 2.779
O -7.815 2.660 2.441
C -7.659 1.681 3.425
C -6.910 0.550 2.730
N -7.022 -0.695 3.477
C -6.674 -1.889 2.744
C -5.195 -2.016 2.469
O -4.766 -0.969 1.649
C -3.417 -1.042 1.217
H -8.674 4.421 1.995
H -8.525 4.212 3.714
H -9.753 3.290 2.871
H -8.604 1.340 3.875
H -7.038 2.003 4.274
H -5.859 0.809 2.755
H -7.344 0.411 1.736
H -7.861 -0.789 4.024
H -7.172 -1.922 1.757
H -6.988 -2.758 3.321
H -4.975 -3.013 2.059
H -4.687 -1.992 3.449
H -3.160 -2.013 0.796
H -2.786 -0.822 2.091
H -3.260 -0.152 0.620
C -2.293 -2.701 5.500
O -1.696 -2.239 6.693
C -2.056 -2.979 7.859
C -1.336 -4.297 7.845
N 0.073 -4.096 8.010
C 0.839 -5.319 7.916
C 1.261 -5.744 6.525
O 2.032 -4.730 5.965
C 2.614 -5.160 4.758
H -3.380 -2.789 5.625
H -1.800 -3.599 5.119
H -2.137 -1.893 4.779
H -3.144 -3.088 7.813
H -1.717 -2.342 8.671
H -1.574 -4.863 6.928
H -1.706 -4.938 8.654
H 0.447 -3.384 7.394
H 0.317 -6.089 8.481
H 1.816 -5.174 8.399
H 0.370 -5.972 5.907
H 1.781 -6.713 6.595
H 3.359 -5.932 4.961
H 3.050 -4.332 4.200
H 1.826 -5.537 4.088
C -0.804 -7.271 2.069
O -0.796 -8.295 3.035
C -1.483 -8.047 4.227
C -0.951 -9.016 5.275
N -1.756 -9.063 6.482
C -1.487 -8.053 7.463
C -2.310 -8.330 8.728
O -2.022 -7.323 9.654
C -2.785 -7.380 10.818
H -0.430 -6.344 2.516
H -1.850 -7.152 1.763
H -0.201 -7.574 1.221
H -2.576 -8.108 4.158
H -1.245 -7.018 4.566
H 0.141 -8.921 5.394
H -0.999 -10.022 4.831
H -1.692 -9.998 6.860
H -1.916 -7.106 7.129
H -0.440 -7.949 7.774
H -2.147 -9.362 9.069
H -3.352 -8.235 8.383
H -2.699 -8.341 11.332
H -3.833 -7.080 10.686
H -2.398 -6.605 11.486
C -2.176 0.111 -1.791
O -1.098 0.103 -0.868
C -0.251 1.247 -1.065
C 0.991 1.106 -0.239
N 1.608 -0.174 -0.560
C 2.372 -0.805 0.556
C 1.500 -1.681 1.422
O 1.297 -2.880 0.719
C 0.377 -3.776 1.283
H -2.569 -0.900 -1.826
H -1.915 0.518 -2.775
H -2.970 0.762 -1.404
H -0.817 2.170 -0.869
H 0.022 1.272 -2.134
H 0.778 1.296 0.825
H 1.706 1.885 -0.534
H 0.870 -0.843 -0.770
H 2.655 0.052 1.184
H 3.306 -1.260 0.229
H 0.542 -1.198 1.668
H 1.949 -1.839 2.419
H 0.833 -4.307 2.135
H 0.171 -4.574 0.564
H -0.586 -3.358 1.606
C -4.232 6.879 -6.053
O -4.640 5.560 -5.895
C -3.600 4.610 -6.058
C -2.498 4.716 -4.989
N -3.028 4.999 -3.649
C -3.469 3.791 -2.955
C -4.176 4.131 -1.665
O -4.520 2.904 -1.015
C -5.397 3.084 0.054
H -3.719 7.303 -5.175
H -5.130 7.490 -6.155
H -3.594 7.078 -6.921
H -3.245 4.646 -7.097
H -4.024 3.606 -5.943
H -1.865 5.581 -5.220
H -1.891 3.813 -5.034
H -3.873 5.544 -3.805
H -2.668 3.062 -2.815
H -4.200 3.241 -3.584
H -5.051 4.771 -1.793
H -3.400 4.556 -1.012
H -5.126 3.937 0.695
H -5.428 2.193 0.681
H -6.443 3.281 -0.236
C 5.395 7.563 -0.806
O 4.356 6.850 -0.175
C 4.754 5.601 0.318
C 3.719 4.529 -0.038
N 2.581 4.525 0.835
C 2.618 3.591 1.888
C 1.384 3.660 2.774
O 1.431 2.468 3.555
C 0.242 2.244 4.234
H 5.824 7.044 -1.670
H 6.177 7.815 -0.073
H 5.039 8.531 -1.168
H 4.999 5.553 1.391
H 5.727 5.282 -0.099
H 4.266 3.587 -0.115
H 3.380 4.786 -1.049
H 2.080 5.400 0.821
H 3.516 3.637 2.535
H 2.668 2.566 1.505
H 0.525 3.531 2.102
H 1.392 4.559 3.391
H -0.526 1.810 3.583
H -0.173 3.152 4.697
H 0.416 1.573 5.070
C -0.680 -1.498 -9.130
O -0.911 -1.671 -7.769
C 0.246 -2.029 -7.035
C -0.123 -2.021 -5.588
N -0.396 -3.366 -5.093
C -1.213 -3.310 -3.858
C -1.815 -4.668 -3.599
O -2.544 -5.101 -4.732
C -3.629 -4.287 -5.095
H -0.285 -2.394 -9.621
H -0.035 -0.628 -9.301
H -1.656 -1.302 -9.574
H 0.996 -1.254 -7.267
H 0.705 -2.973 -7.349
H -0.890 -1.283 -5.320
H 0.710 -1.733 -4.932
H -1.057 -3.820 -5.733
H -2.015 -2.553 -3.856
H -0.512 -2.968 -3.083
H -2.418 -4.689 -2.686
H -1.038 -5.433 -3.575
H -4.381 -4.185 -4.309
H -4.162 -4.690 -5.958
H -3.265 -3.300 -5.416
C 14.021 -0.448 -2.158
O 13.298 -1.637 -2.318
C 12.228 -1.806 -1.413
C 11.144 -2.593 -2.126
N 10.040 -2.914 -1.212
C 8.941 -3.499 -1.945
C 7.960 -2.440 -2.453
O 7.539 -1.552 -1.439
C 6.630 -2.115 -0.507
H 14.950 -0.595 -2.710
H 14.335 -0.291 -1.117
H 13.486 0.439 -2.509
H 11.794 -0.795 -1.263
H 12.472 -2.129 -0.395
H 11.558 -3.529 -2.496
H 10.809 -1.910 -2.915
H 9.723 -2.038 -0.804
H 8.355 -4.149 -1.288
H 9.250 -4.071 -2.818
H 7.086 -2.994 -2.825
H 8.439 -1.828 -3.216
H 5.855 -2.710 -1.008
H 6.066 -1.266 -0.111
H 7.153 -2.643 0.291